No. 1
ORCA calculation (ωB97M-V/def2-TZVPD) on a cluster of 2 separate species, CH5NO2 in total in a non-equilibrium geometry.

Geometry (Å):
N: -0.376702 -1.114536 -0.353836
H: -0.646971 -1.799635 -2.243902
H: 0.093798 -0.017754 -2.000554
O: 1.903101 1.361830 1.502454
H: 2.371340 1.131123 0.650243
H: 0.985858 1.178384 1.208304
C: -0.412703 -0.975640 -1.638935
O: -0.157531 -0.383978 0.613955
H: -0.674291 -2.047861 -0.159071

Force components x, y, z for each atom (eV/Å):
-1.198 -1.513 -1.515
-0.271 -0.875 -0.515
-1.241 -1.406 0.113
0.105 -0.380 -2.021
-0.429 0.424 1.552
0.476 -0.008 0.534
2.453 3.884 0.297
0.521 1.090 0.437
-0.417 -1.215 1.117

SMILES string: C=[NH+][O-].O
Total charge: 0
LUMO energy: 0.69 eV
HOMO energy: -9.707 eV
Energy: -246.2315 hartree

No. 2
ORCA calculation (ωB97M-V/def2-TZVPD) on a cluster of 2 separate species, CH5NO2 in total in a non-equilibrium geometry.

Geometry (Å):
O: 0.231711 -0.857434 -0.886639
H: -1.844537 -0.800876 -0.501377
H: 1.365929 1.534428 0.439288
O: -1.353035 -1.687985 -2.206666
C: -1.033560 -1.157366 -1.163959
N: 0.760779 0.970393 1.079508
H: 0.150645 1.557144 1.684650
H: 0.307782 -0.130779 -0.211475
H: 1.414284 0.572475 1.766670

Force components x, y, z for each atom (eV/Å):
-0.229 0.168 0.119
0.564 -0.027 0.456
-0.941 -0.159 1.002
0.352 -0.046 1.076
-0.598 0.212 -1.964
0.716 0.705 0.634
0.587 -0.178 -1.133
-0.205 -0.562 0.345
-0.247 -0.112 -0.534

SMILES string: O=CO.N
Total charge: 0
LUMO energy: 0.44 eV
HOMO energy: -9.984 eV
Energy: -246.3420 hartree

No. 3
ORCA calculation (ωB97M-V/def2-TZVPD) on an isolated molecule of CH5NO2S in a non-equilibrium geometry.

Geometry (Å):
H: -1.541337 1.295817 -1.313769
N: 1.483591 -0.320752 0.794389
H: 2.327168 0.218906 0.868138
C: -1.002649 0.546129 -0.732263
H: -1.659228 -0.311810 -0.551523
H: -0.716040 0.985657 0.232560
H: 1.170060 -0.747649 1.649654
S: 1.158382 -1.130152 -0.642250
O: 0.114859 0.180410 -1.468937
O: 0.256595 -2.170572 -0.238359

Force components x, y, z for each atom (eV/Å):
-0.004 -0.038 0.019
-0.051 -0.166 -0.670
0.172 0.074 -0.172
-0.520 0.017 0.636
-0.077 0.090 0.011
-0.112 0.012 -0.057
-0.185 -0.228 -0.034
-1.135 3.071 -0.467
2.432 -2.071 0.575
-0.521 -0.760 0.159

Total charge: 0
LUMO energy: 0.63 eV
HOMO energy: -10.009 eV
Energy: -644.4740 hartree

No. 4
ORCA calculation (ωB97M-V/def2-TZVPD) on a structure of composition CH5NO2S in a non-equilibrium geometry.

Geometry (Å):
H: 2.341526 3.117132 -0.902415
H: -0.935374 -4.273417 -2.499550
N: -2.228615 0.344640 0.720242
H: -1.532450 -4.788592 -2.331382
C: 2.110220 2.412917 -0.007484
O: -0.400130 -0.966133 1.836182
H: 2.759298 2.512101 0.908651
O: 1.425326 1.459427 0.005067
H: -2.597528 0.593559 1.706889
S: -0.942273 -0.411635 0.563801

Force components x, y, z for each atom (eV/Å):
-0.796 -0.865 1.046
-1.445 -1.246 0.408
-0.790 1.120 1.052
1.445 1.249 -0.406
3.018 1.402 0.420
-0.191 0.696 -2.147
-0.188 0.879 -0.539
-2.049 -1.405 -0.927
0.927 -0.887 -1.939
0.070 -0.943 3.032

Total charge: 0
LUMO energy: -0.23 eV
HOMO energy: -10.417 eV
Energy: -644.4080 hartree

No. 5
ORCA calculation (ωB97M-V/def2-TZVPD) on a structure of composition CH5NO2S in a non-equilibrium geometry.

Geometry (Å):
H: -2.882829 -1.125307 -0.246014
N: 1.563038 0.713565 -0.006590
C: 0.136276 -0.525616 0.053879
H: 0.069249 -1.107735 0.989036
H: 0.343610 -1.241296 -0.661641
O: -2.239187 -0.756327 0.268562
S: -1.285850 0.402614 -0.458347
H: 2.056417 0.657708 0.877549
H: 1.044574 1.534836 -0.260737
O: -1.457828 1.684507 0.186450

Force components x, y, z for each atom (eV/Å):
-2.771 -1.087 -2.540
-2.764 -4.200 -0.961
3.465 3.558 2.293
-0.055 1.063 0.068
0.499 -1.021 -1.974
2.873 1.628 2.679
-1.034 -1.236 -1.362
-0.727 0.574 0.106
0.176 0.674 0.863
0.337 0.047 0.827

Total charge: 0
LUMO energy: 0.42 eV
HOMO energy: -9.715 eV
Energy: -644.4137 hartree

No. 6
ORCA calculation (ωB97M-V/def2-TZVPD) on an isolated molecule of CH5NO2S in a non-equilibrium geometry.

Geometry (Å):
H: 1.185750 1.534719 1.685786
S: 1.563156 -0.171414 -0.058667
H: -0.397495 -1.362470 -1.052886
C: -0.391152 -1.050444 0.082007
H: -0.200603 -1.818561 0.850237
N: 1.290039 1.383408 0.602389
H: -1.212179 -0.334525 0.360965
O: 2.478070 -0.903831 0.800607
O: 1.923561 0.124541 -1.443480
H: 1.060459 2.103330 -0.013443

Force components x, y, z for each atom (eV/Å):
0.289 -0.605 -3.269
-1.566 1.466 0.573
-0.436 0.175 2.563
2.432 0.680 -2.119
-0.254 0.167 -0.748
0.738 -2.395 3.648
1.281 -0.474 -0.389
-1.255 0.643 -0.746
-0.829 -0.748 1.505
-0.398 1.090 -1.018

SMILES string: CS(N)(=O)=O
Total charge: 0
LUMO energy: 0.44 eV
HOMO energy: -10.321 eV
Energy: -644.4545 hartree